49
Properties=species:S:1:pos:R:3:forces:R:3:lowdin_charge:R:1 method="wB97M-V/def2-TZVPD" largest_force_ha_per_bohr=0.2765 homo_energy_ev=-6.998 de_lowest_kcal_mol=0.0 total_charge=+1 energy_ha=-5078.7730 multiplicity=1
C 2.76249 2.02044 2.13568 -0.028 -0.728 -0.121 -0.11
C 1.46182 2.04126 1.41254 0.634 0.383 0.457 -0.71
Cl 1.61692 2.05289 -0.29975 -0.240 -0.028 0.096 0.84
C 0.26762 2.05136 1.99307 -0.424 0.453 -1.172 -0.55
Cl 0.15952 2.08477 3.74382 0.110 -0.078 0.177 0.72
C -1.03746 2.03453 1.32316 1.292 -0.710 1.334 -0.33
C -2.07880 1.40388 1.88650 -0.316 -0.397 -0.301 -0.24
N -3.10835 1.54774 1.02697 -1.374 -1.873 -0.678 0.04
C -2.74518 2.23712 -0.00837 0.499 0.607 -1.766 -0.14
N -1.46861 2.54274 0.13972 0.643 0.093 0.003 0.18
H 3.39814 2.84985 1.85774 0.060 0.250 -0.005 0.09
H 3.26383 1.10052 1.83457 0.283 -0.031 -0.119 0.07
H 2.63230 1.95233 3.20501 0.033 0.284 0.235 0.05
H -2.12117 0.86175 2.81197 -0.155 -0.628 -0.815 0.07
H -4.05404 1.21912 1.09401 -0.171 -0.105 0.390 0.18
H -3.30139 2.52989 -0.90164 -0.275 -0.291 0.366 0.13
H -0.91524 3.04825 -0.52742 0.075 0.048 -0.268 0.17
C 3.40044 -4.58064 -0.50367 -0.192 0.089 -0.019 -0.09
O 2.12497 -3.95154 -0.51836 0.608 0.031 0.109 -0.14
C 1.86494 -3.15998 0.61507 -0.990 0.184 -0.918 -0.21
C 2.04524 -1.67934 0.34414 0.225 0.234 0.398 -0.14
O 3.41948 -1.36326 0.07194 -0.311 -0.105 0.143 -0.17
C 3.63540 -1.20400 -1.30547 -1.986 2.642 5.241 -0.54
H 3.58664 -4.98773 -1.49734 -0.151 -0.155 0.070 0.09
H 4.19634 -3.87025 -0.25666 0.050 0.017 0.111 0.09
H 3.41077 -5.40716 0.21500 0.095 -0.046 -0.057 0.10
H 2.50663 -3.47975 1.44744 0.350 0.299 -0.870 0.03
H 0.82052 -3.33751 0.89695 -0.001 0.018 0.042 0.16
H 1.75633 -1.11436 1.23602 -0.058 0.045 -0.056 0.13
H 1.39524 -1.36050 -0.47839 -0.147 -0.064 0.063 0.14
H 3.20857 -0.25382 -1.64884 -0.121 0.048 -0.349 0.11
H 3.20953 -2.01639 -1.88047 -3.014 1.544 4.386 -0.19
H 4.71271 -1.18382 -1.48345 -0.523 1.082 2.247 -0.04
C -1.18431 0.31365 -2.12996 -0.485 -1.774 0.500 -0.93
O -1.61575 -0.53284 -1.31890 -0.268 0.301 0.073 -0.02
O -1.90522 1.08053 -2.90167 0.579 1.052 -0.794 0.12
O 0.03770 0.58171 -2.28339 0.272 0.589 -0.160 -0.02
O -6.97217 5.95095 -0.63069 0.427 0.906 -0.091 -0.59
V -5.96801 4.68847 -1.19653 -3.067 -2.436 1.420 1.02
O -4.97034 3.51346 -1.71672 0.632 0.989 0.119 -0.45
F -3.41712 1.32961 -4.47643 0.295 -0.379 1.028 -0.36
Cs 4.41632 -2.29602 -3.14263 5.429 -5.264 -12.040 1.61
Cl -8.40782 4.09167 0.15621 2.110 0.557 -1.174 0.06
Li -2.16443 1.67693 4.27671 -0.408 1.403 0.057 0.71
O -2.60926 -4.87012 -1.45895 0.391 -0.116 0.057 -0.75
V -2.42532 -3.61555 -2.58797 -0.404 1.019 0.059 0.86
O -2.19077 -2.45277 -3.75665 0.357 -0.660 -0.061 -0.61
Cl -3.33841 3.84534 2.28175 -0.352 1.118 1.526 -0.19
Li 2.68876 -3.93342 2.90432 0.015 -0.420 1.125 0.76

***

101
Properties=species:S:1:pos:R:3:forces:R:3:lowdin_charge:R:1 method="wB97M-V/def2-TZVPD" largest_force_ha_per_bohr=0.0217 homo_energy_ev=-16.232 de_lowest_kcal_mol=33.3 total_charge=+3 energy_ha=-3270.7487 multiplicity=1
Sn -0.09716 -0.47584 -1.24041 -0.292 0.388 -0.316 1.63
O 0.28995 -3.40811 4.19897 -0.008 -0.245 -0.028 0.15
C -0.08310 -4.31616 3.29057 0.027 0.121 0.074 -0.47
O -0.16705 -5.47344 3.55466 -0.012 -0.081 -0.056 0.15
C -0.39954 -3.81248 1.90532 0.145 0.064 0.300 -0.02
C -0.74127 -4.63495 0.83703 -0.093 -0.040 -0.087 -0.54
Cl -0.88987 -6.30283 0.81701 -0.071 -0.080 0.009 0.94
N -1.01161 -3.84385 -0.23586 0.026 -0.223 -0.410 -0.03
N -0.85943 -2.55683 0.08418 0.090 0.014 -0.305 0.00
C -0.49601 -2.52502 1.36544 -0.242 0.600 0.204 -0.14
C -0.55757 -1.18223 1.99469 0.475 0.285 -0.094 -0.51
O -0.28423 -0.94223 3.16853 -0.143 -0.137 -0.220 0.02
O -1.00560 -0.19175 1.23746 -0.233 -0.557 0.939 -0.29
C -1.61314 -4.17222 -1.52096 0.029 0.098 0.184 -0.18
C -2.52710 -3.26446 -2.05202 0.056 -0.111 0.097 -0.04
C -3.17418 -3.56305 -3.23904 -0.022 0.060 -0.114 -0.06
C -2.90596 -4.75428 -3.90124 -0.016 0.016 -0.061 -0.05
C -1.98640 -5.64443 -3.36859 0.018 -0.051 -0.011 -0.04
C -1.33544 -5.36203 -2.17420 0.253 -0.006 0.003 -0.04
H 0.28970 -2.50513 3.85335 -0.012 0.174 -0.015 0.06
H -2.76934 -2.36348 -1.51365 -0.103 0.143 0.128 0.09
H -3.91280 -2.87524 -3.63575 0.087 -0.044 0.031 0.12
H -3.42095 -4.98894 -4.82549 0.026 -0.006 0.082 0.12
H -1.77806 -6.58029 -3.87308 -0.005 0.059 0.025 0.13
H -0.62051 -6.06462 -1.77414 -0.002 0.016 -0.030 0.09
C 5.19003 5.97336 -1.27439 -0.026 -0.095 0.048 -0.01
C 4.35694 4.81486 -0.81139 0.049 0.152 -0.044 -0.20
C 3.33772 4.29552 -1.61794 0.008 0.090 -0.086 0.02
C 2.57810 3.21748 -1.22719 -0.138 -0.093 -0.158 -0.16
C 1.49353 2.73348 -2.15954 0.212 0.032 0.158 -0.02
C 2.86386 2.59995 0.02752 -0.127 -0.138 0.002 -0.11
C 2.26697 1.38908 0.45544 0.415 0.322 0.162 -0.12
O 1.34620 0.74922 -0.10700 -0.379 -0.489 -0.482 -0.26
C 3.86682 3.14948 0.87959 0.099 -0.098 0.245 -0.17
C 4.17168 2.58162 2.25097 0.058 0.017 -0.160 -0.02
C 4.58572 4.23749 0.43885 0.118 0.084 0.103 0.02
H 4.75117 6.47276 -2.13631 0.005 -0.023 0.037 0.09
H 6.18659 5.62092 -1.55822 -0.058 -0.012 0.010 0.11
H 5.33243 6.69982 -0.47204 -0.032 -0.049 -0.038 0.10
H 3.14873 4.75571 -2.58292 -0.005 -0.015 0.094 0.13
H 1.43732 3.37170 -3.03865 0.003 0.002 0.021 0.10
H 0.52162 2.74078 -1.66590 -0.107 0.033 0.043 0.07
H 1.68813 1.71283 -2.48812 0.038 -0.057 -0.065 0.05
H 2.67013 0.94834 1.37058 -0.047 -0.007 0.010 0.14
H 4.67059 1.60990 2.18133 -0.037 0.072 0.003 0.10
H 3.27184 2.46004 2.85577 0.016 0.029 -0.006 0.07
H 4.84644 3.24678 2.78814 -0.043 -0.026 -0.051 0.09
H 5.35952 4.65367 1.07671 -0.072 -0.015 -0.050 0.14
C 0.89492 4.99541 3.04857 0.021 -0.024 0.017 -0.03
C 0.23078 4.75434 1.84784 0.048 0.049 -0.021 -0.05
C -0.52293 3.60262 1.69059 0.173 0.041 0.244 -0.11
C -0.57668 2.70068 2.75562 -0.139 -0.126 0.079 -0.34
C 0.08560 2.92123 3.96385 0.060 0.145 -0.191 -0.10
C 0.82844 4.08479 4.09952 0.077 0.059 0.012 -0.05
Sb -1.90541 1.12664 2.68702 -0.053 -0.249 -0.670 1.92
C -3.42827 1.24316 1.25610 0.133 0.039 0.108 -0.31
C -3.09372 1.51387 -0.07531 -0.204 -0.021 0.088 -0.15
C -4.04682 1.33956 -1.06316 -0.079 0.018 0.039 -0.06
C -5.32432 0.88776 -0.72568 0.045 0.070 -0.036 -0.03
C -5.65144 0.63299 0.59620 -0.029 -0.019 0.043 -0.03
C -4.70117 0.80552 1.59968 -0.049 0.038 -0.163 -0.09
C -2.74567 0.48231 4.49229 0.212 0.170 -0.279 -0.32
C -2.31642 -0.58458 5.26718 -0.263 0.048 0.275 -0.08
C -3.02041 -0.85310 6.43544 -0.036 0.009 0.015 -0.03
C -4.10389 -0.06371 6.80870 0.072 -0.059 -0.005 -0.02
C -4.49477 1.01773 6.02819 -0.077 0.091 0.009 -0.04
C -3.81757 1.30513 4.85264 0.098 -0.113 0.082 -0.14
H 1.46007 5.91286 3.17226 -0.046 -0.079 -0.014 0.13
H 0.27874 5.47770 1.04258 0.020 -0.021 0.055 0.12
H -1.06595 3.43297 0.77088 -0.045 0.020 0.004 0.09
H 0.02190 2.21477 4.78334 -0.037 0.019 0.004 0.11
H 1.33871 4.28854 5.03356 -0.014 0.007 -0.072 0.13
H -2.10561 1.87025 -0.33875 0.050 0.016 -0.040 0.07
H -3.80681 1.56996 -2.09391 -0.020 -0.010 0.016 0.12
H -6.07015 0.75061 -1.50007 0.058 0.015 0.046 0.12
H -6.64516 0.28953 0.85680 0.044 0.038 -0.026 0.13
H -4.96700 0.59886 2.62795 0.002 -0.079 -0.024 0.10
H -1.46961 -1.19433 5.00621 0.000 -0.015 -0.054 0.09
H -2.71092 -1.68866 7.05152 -0.045 0.065 0.005 0.13
H -4.64463 -0.28718 7.72054 0.042 0.004 -0.052 0.13
H -5.32870 1.64213 6.32764 0.069 -0.060 0.007 0.13
H -4.11970 2.16079 4.25303 -0.012 -0.073 0.035 0.11
O 1.02284 -0.77168 -3.14703 -0.071 -0.303 0.140 -0.24
C 1.73916 -1.00908 -4.15946 0.373 0.067 0.014 -0.45
C 3.23094 -1.05871 -4.07391 -0.066 -0.229 -0.060 -0.07
C 3.57986 -2.56973 -4.31890 -0.142 0.074 0.083 -0.14
C 2.46889 -3.59695 -3.96398 -0.032 0.071 -0.236 -0.17
C 1.38411 -3.84567 -5.04280 0.032 0.184 0.143 -0.15
C 0.39232 -2.68517 -5.22221 0.342 -0.063 -0.125 -0.12
N 1.20468 -1.43926 -5.30313 -0.393 -0.125 0.108 0.12
H 3.55172 -0.71980 -3.09375 0.029 0.054 0.060 0.12
H 3.70449 -0.43627 -4.83341 -0.010 0.039 -0.004 0.14
H 4.47024 -2.79857 -3.73542 0.005 0.016 -0.015 0.12
H 3.85449 -2.70521 -5.36689 0.016 -0.005 0.024 0.12
H 1.98931 -3.32664 -3.01525 0.032 -0.047 0.046 0.11
H 2.96609 -4.55023 -3.79248 0.006 -0.020 0.048 0.12
H 0.82263 -4.74680 -4.78169 0.013 0.046 -0.066 0.11
H 1.87907 -4.04663 -5.99826 -0.024 -0.024 0.041 0.12
H -0.27929 -2.59971 -4.37717 -0.164 0.062 0.135 0.10
H -0.19532 -2.79093 -6.13012 -0.044 0.054 0.016 0.13
H 1.87293 -1.48504 -6.06103 0.095 -0.036 -0.011 0.16